{
  "formula": "H18Li3O17S2",
  "method": "the ωB97M-V functional and the def2-TZVPD basis",
  "e_tot_ev": -57394.475,
  "homo_ev": -5.1,
  "gap_ev": 4.940,
  "total_charge": -1,
  "e_lumo_ev": -0.2,
  "elements": ["S", "S", "O", "O", "O", "O", "O", "O", "O", "O", "O", "O", "O", "O", "O", "O", "O", "O", "O", "Li", "Li", "Li", "H", "H", "H", "H", "H", "H", "H", "H", "H", "H", "H", "H", "H", "H", "H", "H", "H", "H"],
  "coordinates": [[-0.59423, -0.49462, 0.34030], [-2.49380, 2.35544, -2.28266], [-2.04262, 1.15124, -3.07262], [-1.55864, -0.90731, -0.70288], [-3.72449, 2.87005, -2.88675], [-2.45375, -3.48911, -0.57161], [1.17683, -1.84125, -2.30225], [-1.29413, 0.49349, 1.19105], [-0.36819, 1.32914, 3.64847], [0.63347, 0.04067, -0.22774], [-2.78595, 1.93361, -0.85935], [3.35547, 0.36580, -0.15214], [2.45723, -2.32367, 1.25655], [-1.40948, 3.34016, -2.22411], [1.00597, 2.65109, -1.30956], [-0.81992, 3.51886, 1.21777], [2.96812, 1.80264, 2.29253], [-0.21869, -1.67420, 1.19154], [0.98725, -4.22485, -0.89061], [-0.65800, -2.25122, 2.91067], [-2.11308, -0.63326, -2.43261], [-3.17250, 0.76040, 0.47540], [-0.16270, 3.70269, 0.53381], [-1.99231, -2.62507, -0.53096], [3.60460, 0.62420, -1.04464], [1.66657, -4.71443, -0.41697], [1.54983, -1.97974, 1.20939], [2.38030, 0.36265, -0.16623], [3.22857, 1.08261, 1.69710], [-3.39008, -3.27126, -0.56187], [1.02002, -1.15069, -1.64096], [0.89305, 1.74284, -0.99658], [2.15474, 2.15799, 1.91729], [0.42671, -3.85172, -0.19992], [-0.54737, 0.95233, 2.76183], [1.13446, -2.67928, -1.80927], [-0.85047, 2.55820, 1.25772], [3.00640, -1.65781, 0.81692], [-1.10947, 1.05227, 4.19456], [0.11029, 2.92110, -1.63063]],
  "atomic_forces_ev_per_a": [[0.3, 1.1, -0.1], [-0.8, 0.6, -0.5], [0.0, -1.0, 0.7], [0.0, -0.7, 0.4], [0.5, -0.1, 0.3], [0.1, 0.1, 0.2], [-0.2, -0.1, 0.0], [-0.3, -0.5, 0.5], [0.1, -0.7, 0.0], [-0.5, -0.3, 0.2], [-0.4, -1.1, 0.3], [-0.2, -0.4, 0.1], [0.0, -0.1, 0.2], [-0.1, -0.1, -0.2], [0.2, 0.0, 0.4], [0.3, 0.2, 0.4], [0.0, -0.3, 0.2], [-0.8, -0.7, 0.7], [-0.3, -0.4, 0.1], [0.4, 0.5, -0.9], [0.5, 1.3, -0.4], [1.0, 1.0, -0.9], [-0.2, -0.1, -0.2], [-0.2, -0.2, -0.1], [0.0, 0.1, 0.0], [0.2, 0.2, 0.0], [0.4, 0.1, -0.2], [0.3, 0.0, -0.1], [0.0, 0.5, -0.1], [0.0, 0.0, 0.0], [0.2, -0.1, -0.2], [-0.2, 0.4, -0.2], [0.1, 0.0, 0.0], [0.0, 0.0, 0.0], [-0.1, 0.4, 0.3], [0.2, 0.2, -0.2], [-0.1, 0.1, -0.3], [-0.1, 0.0, 0.0], [-0.1, 0.2, 0.0], [0.1, -0.1, -0.2]]
}